[1]
# Cl2HOP

2 unconnected molecules or ions with the total composition Cl2HOP at a distorted geometry (ωB97M-V/def2-TZVPD, OMol25).

Total charge: 0
SMILES string: O=PCl.Cl
Relative energy (zero: lowest compared OMol25 entry of this formula, charge and spin), kcal/mol: 20.3
HOMO-LUMO gap, eV: 9.895

```
5
Cl2HOP, DFT ωB97M-V/def2-TZVPD
O -3.83 -1.36 0.39
P -4.78 -0.29 0.28
Cl -0.13 -0.20 -0.44
Cl -3.97 1.40 -0.48
H -1.29 -0.96 -0.55
```

[2]
# Cl2NO3P

A molecular structure, Cl2NO3P at a distorted geometry (ωB97M-V/def2-TZVPD, OMol25).

Total charge: -2
Relative energy (zero: lowest compared OMol25 entry of this formula, charge and spin), kcal/mol: 8.1
HOMO-LUMO gap (spin up / spin down), eV: 6.653 / 6.652

```
7
Cl2NO3P, DFT ωB97M-V/def2-TZVPD
N -0.43 1.00 -0.58
O 0.26 -1.61 -0.97
O -0.44 1.94 0.19
O 0.12 -0.66 1.47
P 0.19 -0.54 0.01
Cl -2.16 -0.33 -0.02
Cl 2.45 0.20 -0.10
```

[3]
# Cl2O4TlV2

A molecular structure, Cl2O4TlV2 at a distorted geometry (ωB97M-V/def2-TZVPD, OMol25).

Total charge: +3
HOMO-LUMO gap, eV: 3.811

```
9
Cl2O4TlV2, DFT ωB97M-V/def2-TZVPD
O -13.80 35.49 3.58
V -12.99 35.31 2.27
O -11.63 36.28 2.23
O -15.12 32.29 -1.83
V -14.65 32.40 -0.35
O -13.94 33.82 -0.11
Tl -10.70 37.99 0.06
Cl -11.32 33.38 3.05
Cl -14.34 36.90 0.51
```

Number 1: electronic energy -36398.213 eV. Number 2: electronic energy -41966.829 eV. Number 3: electronic energy -89262.683 eV.